The following is a DFT calculation (ωB97M-V/def2-TZVPD) of an isolated molecule of C4H11B.

Each atom is followed by the atoms it is bonded to, with distances in Å.
Geometry (Å):
1 B -1.6098 1.0935 -0.1400  C5 1.525, H6 1.179, H7 1.180, H16 1.323
2 C 1.8805 0.1642 -0.4469  C4 1.535, H8 1.087, H9 1.087, H10 1.087
3 C -0.7785 -1.4109 -0.1245  C5 1.495, H11 1.090, H12 1.086, H13 1.091
4 C 0.8248 0.3673 0.6481  C2 1.535, C5 1.496, H14 1.095, H15 1.090
5 C -0.5241 0.0468 0.0863  B1 1.525, C3 1.495, C4 1.496
6 H -2.5673 0.7968 -0.7604  B1 1.179
7 H -1.3195 2.2340 -0.0578  B1 1.180
8 H 1.5912 0.7067 -1.3433  C2 1.087
9 H 1.9858 -0.8890 -0.6959  C2 1.087
10 H 2.8450 0.5333 -0.1085  C2 1.087
11 H -0.2267 -1.7353 -1.0064  C3 1.090
12 H -1.8326 -1.5973 -0.3095  C3 1.086
13 H -0.4446 -2.0182 0.7185  C3 1.091
14 H 1.0732 -0.2716 1.5014  C4 1.095
15 H 0.8532 1.4084 0.9711  C4 1.090
16 H -1.7506 0.5714 1.0677  B1 1.323

Output
HOMO-LUMO gap: 10.919 eV
Spin multiplicity: 1